1.
{"formula": "C4H6N2", "method": "ωB97M-V with the def2-TZVPD basis set", "symbols": ["N", "C", "C", "C", "C", "N", "H", "H", "H", "H", "H", "H"], "xyz": [[-1.986, -0.389, 0.270], [-0.611, -0.235, -0.048], [0.407, -1.288, -0.049], [1.616, -0.492, 0.050], [1.335, 0.851, 0.220], [-0.015, 1.038, 0.172], [-2.603, -0.022, -0.455], [-2.167, -1.386, 0.375], [-0.296, -0.615, -1.159], [2.628, -0.894, 0.009], [2.000, 1.711, 0.323], [-0.505, 1.907, 0.359]], "energy_ha": -265.4090, "e_above_lowest_kj_mol": 332.4, "gap_ev": 9.044, "homo_ev": -8.32}

---

2.
{"formula": "C39H49N6OSV", "method": "ωB97M-V with the def2-TZVPD basis set", "symbols": ["V", "C", "C", "C", "N", "C", "C", "C", "C", "C", "C", "C", "N", "C", "C", "C", "N", "C", "C", "C", "C", "C", "C", "C", "N", "C", "C", "H", "H", "H", "H", "H", "H", "H", "H", "H", "H", "H", "H", "H", "H", "H", "H", "H", "H", "H", "H", "H", "H", "H", "H", "H", "H", "C", "C", "C", "C", "C", "C", "C", "C", "C", "C", "N", "C", "C", "C", "C", "C", "N", "H", "H", "H", "H", "H", "H", "H", "H", "H", "H", "H", "H", "H", "H", "H", "H", "H", "C", "S", "C", "O", "H", "H", "H", "H", "H", "H"], "xyz": [[1.293, -0.527, 0.519], [2.272, 2.936, -0.898], [2.097, 2.240, -2.252], [1.683, 0.762, -2.209], [2.326, 0.079, -1.097], [3.611, -0.155, -1.089], [4.413, -0.115, -2.268], [5.767, -0.162, -2.457], [6.799, -0.219, -1.514], [6.629, -0.382, -0.165], [5.463, -0.602, 0.578], [4.118, -0.633, 0.225], [3.134, -1.002, 1.081], [3.479, -2.017, 2.089], [2.564, -2.100, 3.304], [1.090, -2.237, 2.933], [0.662, -0.962, 2.388], [0.376, 0.048, 3.179], [0.216, -0.096, 4.585], [-0.141, 0.801, 5.559], [-0.461, 2.157, 5.472], [-0.455, 2.906, 4.321], [-0.145, 2.550, 3.009], [0.236, 1.333, 2.439], [0.496, 1.206, 1.130], [0.023, 2.229, 0.202], [0.997, 3.345, -0.164], [2.887, 2.313, -0.241], [2.853, 3.847, -1.071], [1.364, 2.778, -2.861], [3.053, 2.310, -2.780], [0.604, 0.658, -2.083], [1.905, 0.286, -3.170], [3.832, -0.030, -3.178], [6.080, -0.117, -3.495], [7.813, -0.141, -1.885], [7.537, -0.380, 0.428], [5.650, -0.759, 1.631], [3.450, -2.988, 1.574], [4.498, -1.890, 2.452], [2.892, -2.962, 3.891], [2.688, -1.211, 3.932], [0.974, -2.987, 2.145], [0.477, -2.571, 3.773], [0.388, -1.096, 4.956], [-0.192, 0.378, 6.557], [-0.726, 2.662, 6.392], [-0.715, 3.953, 4.444], [-0.181, 3.377, 2.315], [-0.306, 1.717, -0.699], [-0.893, 2.676, 0.609], [0.438, 4.046, -0.795], [1.283, 3.898, 0.736], [-3.106, -0.494, 2.756], [-2.924, 0.551, 1.654], [-3.659, 0.184, 0.396], [-4.966, 0.607, 0.203], [-5.693, 0.204, -0.907], [-5.087, -0.616, -1.840], [-3.769, -1.047, -1.693], [-3.165, -1.864, -2.814], [-3.664, -3.308, -2.870], [-3.060, -0.663, -0.549], [-1.728, -1.094, -0.332], [-1.574, -2.359, -0.252], [-0.301, -3.021, -0.277], [-0.094, -4.361, -0.574], [1.279, -4.495, -0.850], [1.823, -3.229, -0.706], [0.876, -2.325, -0.349], [-2.614, -0.184, 3.680], [-2.677, -1.449, 2.449], [-4.165, -0.653, 2.968], [-1.869, 0.641, 1.419], [-3.275, 1.524, 2.010], [-5.420, 1.250, 0.948], [-6.714, 0.532, -1.045], [-5.633, -0.920, -2.726], [-2.076, -1.837, -2.758], [-3.436, -1.379, -3.757], [-3.430, -3.852, -1.956], [-3.210, -3.844, -3.704], [-4.747, -3.339, -2.998], [-2.440, -3.029, -0.238], [-0.857, -5.119, -0.633], [1.810, -5.388, -1.133], [2.857, -2.935, -0.822], [-3.251, 2.023, -4.574], [-3.000, 2.073, -2.799], [-2.950, 3.860, -2.645], [-1.596, 1.606, -2.595], [-4.221, 2.446, -4.828], [-3.218, 0.975, -4.864], [-2.441, 2.569, -5.056], [-3.879, 4.290, -3.015], [-2.093, 4.227, -3.209], [-2.835, 4.092, -1.589]], "energy_ha": -3261.4830, "spin_multiplicity": 3, "s2": 2.020, "e_above_lowest_kj_mol": 0.0, "gap_ev": [6.771, 7.356], "homo_ev": [-6.75, -7.18]}

---

3.
{"formula": "C3H10OS2", "method": "ωB97M-V with the def2-TZVPD basis set", "symbols": ["C", "C", "C", "S", "S", "H", "H", "H", "H", "H", "H", "H", "H", "O", "H", "H"], "xyz": [[0.511, -0.197, 1.003], [-0.855, -0.286, 1.719], [-1.914, 0.366, 0.847], [-2.366, -0.486, -0.702], [-3.503, 0.993, -1.670], [0.924, 0.813, 1.263], [1.098, -1.033, 1.380], [0.386, -0.337, -0.132], [-1.055, 0.137, 2.697], [-0.929, -1.368, 1.974], [-1.437, 1.284, 0.450], [-2.955, 0.624, 1.135], [-3.273, 0.681, -2.931], [5.299, -0.569, -2.715], [4.637, 0.254, -2.577], [5.431, -0.877, -1.741]], "energy_ha": -991.8579, "e_above_lowest_kj_mol": 141.1, "gap_ev": 8.705, "smiles": "CCCSS.O", "homo_ev": -8.23}

---

Please write out number 3 again, unchanged.
{"formula": "C3H10OS2", "method": "ωB97M-V with the def2-TZVPD basis set", "symbols": ["C", "C", "C", "S", "S", "H", "H", "H", "H", "H", "H", "H", "H", "O", "H", "H"], "xyz": [[0.511, -0.197, 1.003], [-0.855, -0.286, 1.719], [-1.914, 0.366, 0.847], [-2.366, -0.486, -0.702], [-3.503, 0.993, -1.670], [0.924, 0.813, 1.263], [1.098, -1.033, 1.380], [0.386, -0.337, -0.132], [-1.055, 0.137, 2.697], [-0.929, -1.368, 1.974], [-1.437, 1.284, 0.450], [-2.955, 0.624, 1.135], [-3.273, 0.681, -2.931], [5.299, -0.569, -2.715], [4.637, 0.254, -2.577], [5.431, -0.877, -1.741]], "energy_ha": -991.8579, "e_above_lowest_kj_mol": 141.1, "gap_ev": 8.705, "smiles": "CCCSS.O", "homo_ev": -8.23}

---

Repeat the first record exactly.
{"formula": "C4H6N2", "method": "ωB97M-V with the def2-TZVPD basis set", "symbols": ["N", "C", "C", "C", "C", "N", "H", "H", "H", "H", "H", "H"], "xyz": [[-1.986, -0.389, 0.270], [-0.611, -0.235, -0.048], [0.407, -1.288, -0.049], [1.616, -0.492, 0.050], [1.335, 0.851, 0.220], [-0.015, 1.038, 0.172], [-2.603, -0.022, -0.455], [-2.167, -1.386, 0.375], [-0.296, -0.615, -1.159], [2.628, -0.894, 0.009], [2.000, 1.711, 0.323], [-0.505, 1.907, 0.359]], "energy_ha": -265.4090, "e_above_lowest_kj_mol": 332.4, "gap_ev": 9.044, "homo_ev": -8.32}